# C3H3N3

C3H3N3 in the gas phase at a distorted geometry (ωB97M-V with the def2-TZVPD basis set, the Open Molecules 2025 dataset).

Each line ends with the Löwdin charge.
Element x y z (Å)
N -0.2604 1.6817 0.7629  0.0393
N 0.2301 0.8961 1.5828  -0.2272
N 0.6781 0.1906 2.3434  0.2365
C -0.1476 -0.1784 -0.7535  -0.1178
C -0.4831 1.0643 -0.5121  -0.1555
C 0.2146 -1.4323 -0.7411  0.0036
H 1.2168 -1.7500 -1.0199  0.0613
H -0.9575 1.7319 -1.2212  0.0972
H -0.4909 -2.2039 -0.4413  0.0625

The charge is 0. Its energy above the lowest of the compared OMol25 structures with the same formula, charge and spin is 80.25 kcal per mole. The gap between HOMO and LUMO comes out at 9.910 eV.